(1)
A molecular structure, C17H27N2OSSe2Sn, computed with ωB97M-V/def2-TZVPD.

As for the relative energy (zero: lowest compared OMol25 entry of this formula, charge and spin): 0.576 eV. For the HOMO energy, the calculation gives -3.34 eV. The total energy comes out at -6264.017784 Ha.

Geometry as ORCA input:
```
! wB97M-V def2-TZVPD RIJCOSX def2/J DEFGRID3
* xyz -1 1
Sn 12.2265 -13.7040 3.9920
C 14.2361 -20.1113 5.8272
Se 13.1546 -18.4981 5.4475
C 14.8298 -17.5681 5.0762
C 15.4194 -17.0209 6.3447
Se 17.1732 -16.3458 5.9597
C 18.2085 -17.9415 6.2117
H 14.7859 -20.3166 4.8857
H 13.6532 -20.9590 6.0970
H 14.8404 -19.8396 6.6504
H 14.5933 -16.7753 4.3839
H 15.5358 -18.2604 4.6145
H 15.5243 -17.7497 7.1550
H 14.8924 -16.1479 6.6842
H 19.0314 -17.8486 6.9685
H 18.6260 -18.2075 5.2065
H 17.5630 -18.8278 6.4809
C 9.5799 -7.2594 5.1763
C 10.3567 -8.0985 4.1980
N 11.4019 -8.9900 4.7658
C 12.8009 -8.5548 4.7240
C 12.9124 -7.2873 5.4807
C 11.0075 -10.2703 5.1024
S 12.1945 -11.4392 5.5533
N 9.7349 -10.4684 5.2479
C 9.1714 -11.6672 4.9787
O 9.6278 -12.5099 4.2285
C 7.8511 -11.9551 5.5522
C 7.4874 -13.2951 5.6336
C 6.2502 -13.5523 6.0688
C 5.2813 -12.5263 6.1473
C 5.6304 -11.1774 6.0436
C 7.0006 -10.9098 5.7303
H 8.9382 -6.5674 4.6292
H 10.2237 -6.6312 5.7643
H 8.9244 -7.7816 5.8438
H 10.8629 -7.4500 3.5152
H 9.6247 -8.7374 3.6626
H 13.0845 -8.4091 3.6139
H 13.4178 -9.3090 5.1647
H 12.4278 -6.4342 5.0355
H 13.9253 -6.9298 5.7531
H 12.3993 -7.4934 6.4186
H 8.2076 -14.0168 5.3827
H 5.9377 -14.5955 6.2184
H 4.2510 -12.7620 6.3587
H 4.8293 -10.4242 6.0648
H 7.2692 -9.9061 5.5143
C 12.1996 -14.9338 5.5133
H 12.0846 -15.9693 5.2648
H 11.6676 -14.6586 6.4031
*
```

Atom-resolved charges from Mulliken, all expressed in e: 0.1080 -0.9509 0.0969 -0.7546 -0.6361 0.0298 -0.7810 0.2345 0.3586 0.2495 0.3232 0.4953 0.2996 0.2937 0.2947 0.2366 0.1963 -1.1813 -0.6283 0.1147 -0.5419 -1.1405 0.4520 -0.5842 -0.3818 0.2310 -0.6128 0.6724 -0.7832 -0.4899 -0.3419 -0.6437 -0.1395 0.3497 0.3702 0.2616 0.4665 0.3930 0.2515 0.3609 0.2723 0.3698 0.3497 0.5315 0.3346 0.3416 0.3386 0.3410 -0.6106 -0.0692 0.2520

(2)
A single C17H27N5O3 molecule, computed with ωB97M-V/def2-TZVPD.

As for the relative energy (zero: lowest compared OMol25 entry of this formula, charge and spin): 0.027 eV. For the HOMO energy, the calculation gives -8.26 eV. As for the SMILES: CCOCCn1c(CN2CCCCC2)nc2c1c(=O)n(C)c(=O)n2C. The total energy comes out at -1163.550311 Ha.

Geometry as ORCA input:
```
! wB97M-V def2-TZVPD RIJCOSX def2/J DEFGRID3
* xyz 0 1
C 2.0223 3.6386 1.0219
C 1.4581 2.4405 0.2635
O 2.4633 1.6275 -0.3106
C 3.1457 0.7664 0.5776
C 2.7412 -0.7007 0.3491
N 1.3287 -0.8781 0.5560
C 0.3231 -0.8417 -0.3511
C 0.5799 -0.6940 -1.8126
N -0.6365 -0.5704 -2.5834
C -0.3956 -0.7572 -4.0020
C -1.7220 -0.8080 -4.7533
C -2.4997 0.4834 -4.5302
C -2.6692 0.6995 -3.0312
C -1.3089 0.6934 -2.3436
N -0.8660 -0.9646 0.2102
C -0.6279 -1.0736 1.5341
C 0.7319 -1.0152 1.7937
C 1.2721 -1.0886 3.1129
O 2.4478 -1.0200 3.4296
N 0.2566 -1.2442 4.0617
C 0.6511 -1.3475 5.4568
C -1.1125 -1.3180 3.8351
O -1.8955 -1.4590 4.7488
N -1.5407 -1.2206 2.5292
C -2.9570 -1.2854 2.2404
H 2.6643 4.2215 0.3666
H 1.2072 4.2661 1.3713
H 2.6060 3.3161 1.8812
H 0.8609 2.7853 -0.5849
H 0.8095 1.8493 0.9246
H 2.9494 1.0282 1.6211
H 4.2191 0.8659 0.3871
H 3.2765 -1.3225 1.0701
H 2.9926 -1.0036 -0.6681
H 1.1075 -1.5939 -2.1537
H 1.2590 0.1694 -1.9597
H 0.1391 -1.7010 -4.1423
H 0.2316 0.0559 -4.4159
H -1.5324 -0.9659 -5.8165
H -2.3035 -1.6498 -4.3755
H -3.4729 0.4306 -5.0215
H -1.9485 1.3226 -4.9625
H -3.1737 1.6468 -2.8333
H -3.2705 -0.1081 -2.6130
H -1.4415 0.8045 -1.2673
H -0.7007 1.5417 -2.7145
H 0.1927 -0.5431 6.0314
H 0.3170 -2.3006 5.8656
H 1.7354 -1.2750 5.4971
H -3.3932 -2.1395 2.7578
H -3.0669 -1.3843 1.1638
H -3.4543 -0.3788 2.5886
*
```

Atom-resolved charges from Mulliken, all expressed in e: -1.3702 0.2382 -0.3998 -0.4253 -1.3040 0.0491 0.3223 -0.9730 0.1770 -0.5957 -0.7700 -0.6962 -1.0495 -0.3703 -0.7822 1.3286 -0.0569 0.3824 -0.7019 -0.0434 -1.1695 0.5143 -0.6669 -0.0201 -1.1185 0.3195 0.4120 0.3315 0.2694 0.0796 0.3277 0.3954 0.4658 0.5014 0.4963 0.3960 0.3741 0.3357 0.3766 0.3210 0.3376 0.3231 0.3720 0.3348 0.3929 0.2842 0.3298 0.3320 0.3746 0.3250 0.3811 0.3126

Number 1: F_max 0.0589 hartree/bohr, lowest unoccupied orbital energy 2.5 eV. Number 2: F_max 0.0286 hartree/bohr, lowest unoccupied orbital energy 0.7 eV.